DFT (ωB97M-V with the def2-TZVPD basis set) results for 2 unconnected molecules or ions with the total composition C4H13N2S in a non-equilibrium geometry.

```
20
Properties=species:S:1:pos:R:3
C -2.2075 0.8212 1.0852
N 0.2708 -1.1652 0.2821
C 1.3910 -0.7848 -0.4293
C 2.4896 -0.2775 0.5622
S 3.8927 0.5078 -0.2607
C -2.2411 1.1126 -0.4397
N -1.6957 -0.0413 -1.1975
H -2.3947 1.7844 1.6164
H -2.9841 0.0724 1.3851
H 0.3450 -2.1962 0.1839
H 1.2484 0.1896 -1.0552
H 1.7649 -1.5870 -1.2394
H 2.1744 0.4289 1.3110
H 2.8392 -1.0427 1.2428
H 4.7202 -0.5105 -0.6059
H -1.6917 2.0437 -0.7245
H -3.2585 1.3654 -0.7813
H -2.4639 -0.5317 -1.6259
H -0.9847 -0.5761 -0.6466
H -1.2142 0.3869 1.3372
```

Energy above the lowest of the compared OMol25 structures with the same formula, charge and spin, eV: 6.623
LUMO, eV: -8.50
Energy, Eh: -667.43643
Frontier orbital gap, eV: 4.90
Total charge: +1

Need the natural (NBO) charges? In units of e they are: atom 1 (C): -0.619, atom 2 (N): -0.251, atom 3 (C): -0.348, atom 4 (C): -0.522, atom 5 (S): 0.124, atom 6 (C): -0.255, atom 7 (N): -0.600, atom 8 (H): 0.242, atom 9 (H): 0.228, atom 10 (H): 0.372, atom 11 (H): 0.315, atom 12 (H): 0.235, atom 13 (H): 0.269, atom 14 (H): 0.260, atom 15 (H): 0.157, atom 16 (H): 0.220, atom 17 (H): 0.221, atom 18 (H): 0.396, atom 19 (H): 0.345, atom 20 (H): 0.213